(1)
Entry from the Open Molecules 2025 dataset: a 2-piece molecular cluster, C21H25F4Si overall in a non-equilibrium geometry (ωB97M-V/def2-TZVPD).

CARTESIAN COORDINATES (ANGSTROEM)
C: -1.702 -0.684 1.870
C: -0.698 0.426 1.877
C: -1.163 1.850 2.001
C: 0.622 0.136 1.921
C: 1.655 1.163 2.177
Si: 3.398 0.391 2.259
C: 4.596 1.830 2.299
C: 3.549 -0.612 3.831
C: 3.631 -0.659 0.733
H: -2.719 -0.279 1.876
H: -1.594 -1.321 0.983
H: -1.579 -1.341 2.746
H: -2.258 1.894 1.995
H: -0.801 2.333 2.925
H: -0.799 2.479 1.172
H: 0.947 -0.907 1.833
H: 1.689 1.937 1.390
H: 1.518 1.694 3.138
H: 5.631 1.461 2.306
H: 4.456 2.468 1.416
H: 4.436 2.438 3.200
H: 4.534 -1.096 3.877
H: 3.443 0.035 4.713
H: 2.778 -1.392 3.884
H: 4.640 -1.091 0.716
H: 2.913 -1.488 0.683
H: 3.503 -0.053 -0.175
F: -5.176 0.495 -4.718
C: -4.438 0.959 -3.648
C: -4.856 2.133 -3.024
C: -4.061 2.582 -1.966
F: -4.408 3.764 -1.348
C: -2.946 1.898 -1.517
C: -2.568 0.647 -2.119
C: -1.480 -0.055 -1.534
C: -0.813 -1.240 -1.954
C: 0.406 -1.593 -1.275
C: 1.086 -2.744 -1.619
F: 2.225 -3.088 -0.910
C: 0.682 -3.599 -2.645
C: -0.485 -3.233 -3.315
F: -0.904 -4.027 -4.362
C: -1.248 -2.125 -2.986
C: -3.322 0.233 -3.260
H: -5.742 2.667 -3.351
H: -2.335 2.299 -0.707
H: -1.038 0.438 -0.665
H: 0.786 -0.929 -0.494
H: 1.231 -4.499 -2.899
H: -2.183 -1.955 -3.502
H: -3.038 -0.641 -3.827

Atoms 1-2, force components in eV/Å:
-0.5 -0.3 -0.1
1.4 -0.4 0.4

Summary:
total charge: +1


(2)
Entry from the Open Molecules 2025 dataset: a 3-piece molecular cluster, C21H25FN2O7P overall in a non-equilibrium geometry (ωB97M-V/def2-TZVPD).

CARTESIAN COORDINATES (ANGSTROEM)
C: -1.758 1.242 5.225
C: -1.388 0.162 4.208
P: -0.159 0.657 2.905
C: -0.197 2.508 2.893
C: 1.206 3.109 2.763
C: -1.168 0.394 1.405
F: -0.242 0.903 0.369
C: -1.372 -1.082 1.020
C: -0.440 -2.068 1.664
O: -0.617 -2.662 2.714
O: 0.806 -2.194 1.000
C: 1.595 -3.236 1.400
C: 3.018 -2.839 1.636
O: 1.169 -4.376 1.501
H: -2.264 2.079 4.738
H: -0.855 1.651 5.692
H: -2.411 0.833 5.998
H: -2.292 -0.223 3.724
H: -0.931 -0.684 4.729
H: -0.691 2.929 3.770
H: -0.799 2.810 2.030
H: 1.817 2.908 3.646
H: 1.711 2.705 1.883
H: 1.136 4.195 2.631
H: -1.183 -1.104 -0.057
H: -2.400 -1.419 1.182
H: 3.643 -3.701 1.404
H: 3.137 -2.523 2.673
H: 3.300 -2.006 0.989
C: -2.895 -0.693 -4.197
C: -2.356 -0.211 -3.012
C: -3.159 -0.031 -1.896
C: -4.503 -0.345 -1.998
C: -5.063 -0.822 -3.169
C: -4.248 -0.996 -4.276
N: -5.379 -0.178 -0.824
O: -4.889 0.256 0.188
O: -6.550 -0.490 -0.954
H: -2.259 -0.835 -5.061
H: -1.303 0.027 -2.947
H: -2.729 0.347 -0.974
H: -6.116 -1.056 -3.211
H: -4.670 -1.370 -5.198
C: 2.696 0.834 -1.300
C: 3.413 1.894 -1.844
C: 4.301 1.683 -2.886
C: 4.456 0.396 -3.367
C: 3.759 -0.678 -2.840
C: 2.873 -0.451 -1.799
N: 5.389 0.162 -4.478
O: 6.007 1.112 -4.913
O: 5.494 -0.970 -4.905
H: 1.997 0.999 -0.497
H: 3.274 2.894 -1.454
H: 4.862 2.497 -3.317
H: 3.909 -1.670 -3.238
H: 2.317 -1.274 -1.369

Atoms 1-2, force components in eV/Å:
0.1 0.0 -0.2
-0.1 -0.2 0.2

Summary:
total charge: -1


(3)
Entry from the Open Molecules 2025 dataset: C21H25LaO6S as an isolated structure in a non-equilibrium geometry (ωB97M-V/def2-TZVPD).

CARTESIAN COORDINATES (ANGSTROEM)
La: 0.463 0.433 -0.515
O: -0.901 3.570 3.079
C: -0.812 2.610 2.128
O: -0.131 2.724 1.137
C: -1.711 1.443 2.402
O: -1.517 0.396 1.466
C: -2.622 -0.437 1.200
C: -2.609 -0.893 -0.227
O: -3.558 -1.535 -0.556
O: -1.443 -0.801 -0.835
H: -0.276 4.299 2.867
H: -2.747 1.871 2.256
H: -1.614 1.132 3.408
H: -3.552 0.096 1.482
H: -2.567 -1.376 1.790
C: 1.935 -0.313 1.906
C: 2.868 -0.140 0.829
C: 2.638 -1.182 -0.170
C: 1.594 -1.943 0.343
C: 1.111 -1.383 1.529
C: 0.128 -2.132 2.448
C: 1.223 -3.297 -0.085
C: 3.584 -1.480 -1.260
C: 3.700 1.106 0.650
C: 1.768 0.525 3.226
H: 0.566 -2.981 2.941
H: -0.812 -2.459 1.998
H: -0.122 -1.520 3.341
H: 0.323 -3.361 -0.693
H: 1.018 -3.866 0.818
H: 2.065 -3.707 -0.613
H: 4.466 -2.066 -0.906
H: 3.993 -0.565 -1.779
H: 3.148 -2.081 -2.039
H: 4.531 1.017 -0.029
H: 4.082 1.473 1.618
H: 3.053 1.915 0.236
H: 2.704 0.620 3.794
H: 1.070 0.146 3.961
H: 1.440 1.573 3.078
O: -2.780 -5.467 -2.991
C: -3.003 -5.122 -4.025
S: 1.296 1.247 -3.028
C: -0.402 1.665 -3.194
C: -1.181 0.995 -4.157
C: -2.551 1.279 -4.192
C: -3.165 2.122 -3.279
C: -2.412 2.814 -2.361
C: -1.044 2.592 -2.338
H: -0.706 0.452 -4.924
H: -3.140 0.805 -4.968
H: -4.207 2.403 -3.406
H: -2.805 3.572 -1.690
H: -0.376 3.210 -1.671

Atoms 1-2, force components in eV/Å:
-0.4 0.4 0.9
0.4 -0.5 -0.6


(4)
Entry from the Open Molecules 2025 dataset: C21H25N3O3S in the gas phase in a non-equilibrium geometry (ωB97M-V/def2-TZVPD).

CARTESIAN COORDINATES (ANGSTROEM)
C: 2.639 4.946 -0.172
C: 2.722 3.491 0.179
C: 1.699 2.858 0.872
C: 1.789 1.518 1.194
C: 2.907 0.778 0.823
C: 3.941 1.403 0.136
C: 3.838 2.743 -0.178
H: 4.642 3.221 -0.719
H: 4.805 0.834 -0.162
N: 2.919 -0.579 1.166
C: 3.800 -1.528 0.784
O: 4.849 -1.368 0.204
C: 3.358 -2.928 1.218
H: 3.331 -2.996 2.306
H: 4.046 -3.672 0.822
S: 1.659 -3.384 0.661
O: 0.784 -2.366 1.270
C: 1.858 -2.928 -1.139
C: 1.326 -1.541 -1.452
O: 2.099 -0.630 -1.678
N: -0.010 -1.377 -1.481
C: -1.042 -2.355 -1.239
H: -0.618 -3.318 -0.959
C: -1.976 -1.889 -0.111
N: -2.518 -0.594 -0.452
C: -3.746 -0.187 0.061
C: -4.399 -0.876 1.085
C: -5.650 -0.476 1.519
C: -6.277 0.620 0.956
C: -5.637 1.314 -0.058
C: -4.394 0.916 -0.505
H: -3.927 1.454 -1.315
H: -6.117 2.168 -0.514
H: -7.251 0.931 1.302
H: -6.132 -1.024 2.316
H: -3.927 -1.719 1.564
C: -1.458 0.377 -0.624
H: -1.872 1.360 -0.838
C: -0.550 -0.062 -1.769
H: 0.288 0.627 -1.887
H: -1.125 -0.111 -2.700
H: -0.853 0.448 0.294
H: -2.787 -2.612 -0.024
H: -1.401 -1.865 0.826
H: -1.629 -2.473 -2.159
H: 1.352 -3.703 -1.713
H: 2.921 -2.941 -1.369
H: 2.037 -0.913 1.550
H: 0.987 1.035 1.736
H: 0.820 3.416 1.162
H: 1.657 5.349 0.062
H: 3.385 5.512 0.385
H: 2.835 5.094 -1.233

Atoms 1-2, force components in eV/Å:
0.1 0.0 0.0
0.0 0.0 0.0


(5)
Entry from the Open Molecules 2025 dataset: C21H25N3O4 as an isolated structure in a non-equilibrium geometry (ωB97M-V/def2-TZVPD).

CARTESIAN COORDINATES (ANGSTROEM)
C: -5.589 -1.174 0.634
C: -4.554 -0.149 -0.069
H: -4.395 0.782 0.604
H: -5.047 0.204 -1.039
O: -3.415 -0.878 -0.549
C: -2.609 -0.878 0.675
O: -2.864 -0.507 1.907
N: -1.429 -1.383 0.131
C: -1.165 -1.733 -1.215
H: -0.532 -0.984 -1.615
C: -0.355 -2.853 -1.172
H: -1.020 -3.794 -0.968
H: 0.022 -3.409 -2.339
C: 0.956 -2.903 -0.251
N: 1.836 -1.988 -0.908
C: 2.956 -1.722 -0.086
O: 3.569 -2.475 0.749
C: 3.678 -0.505 -0.751
N: 3.531 0.834 -0.118
C: 4.237 1.287 0.979
C: 3.644 2.343 1.356
C: 2.314 2.594 1.029
C: 2.257 1.583 0.002
C: 1.079 1.281 -0.755
O: 1.202 0.660 -2.158
C: -0.065 1.911 -0.611
C: -0.585 1.875 0.705
C: -1.816 2.744 0.915
C: -2.755 2.902 0.002
C: -2.210 2.719 -1.342
C: -0.982 2.337 -1.708
H: -0.679 2.042 -2.795
H: -2.856 3.063 -2.219
H: -3.679 3.219 0.062
H: -2.231 2.626 1.968
H: 0.060 1.955 1.576
H: 1.758 3.292 0.898
H: 4.134 2.992 2.461
H: 5.206 0.836 1.063
H: 4.678 -0.491 -0.711
H: 3.463 -0.381 -1.701
H: 1.346 -1.246 -1.226
C: 0.380 -2.733 1.174
H: -0.211 -3.643 1.517
C: -0.388 -1.311 1.097
H: 0.554 -0.623 0.876
H: -0.598 -1.272 2.206
H: 1.478 -2.772 1.838
H: 1.495 -3.859 -0.403
H: -2.187 -1.824 -1.598
H: -6.586 -0.678 0.684
H: -5.203 -1.478 1.442
H: -5.569 -1.961 -0.220

Atoms 1-2, force components in eV/Å:
-1.6 3.0 -9.4
-3.8 0.9 -1.1


(6)
Entry from the Open Molecules 2025 dataset: C21H25N3O5S in the gas phase in a non-equilibrium geometry (ωB97M-V/def2-TZVPD).

CARTESIAN COORDINATES (ANGSTROEM)
C: 3.893 2.378 -3.729
C: 2.795 1.373 -3.410
C: 3.265 -0.056 -3.679
O: 2.218 -1.006 -3.558
C: 1.542 -1.171 -2.398
C: 0.239 -1.653 -2.551
C: -0.589 -1.868 -1.477
C: -0.124 -1.609 -0.186
C: -0.982 -1.720 0.969
N: -2.222 -1.986 0.812
N: -3.105 -1.996 1.844
C: -2.983 -1.517 3.107
O: -1.954 -1.162 3.641
C: -4.324 -1.436 3.823
S: -5.534 -0.467 2.869
C: -4.696 1.162 2.839
C: -3.519 1.210 1.920
C: -3.676 0.931 0.563
C: -2.604 1.007 -0.300
C: -1.356 1.369 0.198
N: -0.243 1.489 -0.696
O: -0.442 1.344 -1.884
O: 0.846 1.746 -0.216
C: -1.178 1.627 1.552
C: -2.258 1.548 2.407
C: 1.195 -1.182 -0.016
C: 2.039 -0.958 -1.091
O: 3.332 -0.544 -0.961
C: 3.773 0.025 0.259
C: 4.332 -1.014 1.227
H: 4.776 2.182 -3.124
H: 3.551 3.388 -3.520
H: 4.176 2.319 -4.778
H: 2.505 1.470 -2.363
H: 1.911 1.573 -4.018
H: 4.106 -0.312 -3.029
H: 3.580 -0.155 -4.723
H: -0.104 -1.822 -3.560
H: -1.601 -2.211 -1.608
H: -0.531 -1.514 1.937
H: -4.040 -2.218 1.520
H: -4.189 -0.981 4.804
H: -4.766 -2.426 3.937
H: -4.418 1.404 3.865
H: -5.474 1.849 2.503
H: -4.650 0.647 0.193
H: -2.708 0.792 -1.352
H: -0.197 1.892 1.917
H: -2.122 1.743 3.459
H: 1.543 -1.003 0.989
H: 4.573 0.712 -0.034
H: 2.967 0.611 0.714
H: 5.144 -1.559 0.751
H: 3.572 -1.731 1.527
H: 4.715 -0.515 2.113

Atoms 1-2, force components in eV/Å:
-0.2 -0.2 0.0
0.1 -0.3 -0.1

Summary:
SMILES string: CCCOc1ccc(/C=N/NC(=O)CSCc2ccc([N+](=O)[O-])cc2)cc1OCC


Orbital gap readings, ordered: 0.1793 0.1510 0.2771 0.3026 0.2758 0.2611 hartree
Relative energy (zero: lowest compared OMol25 entry of this formula, charge and spin) readings, ordered: 0.000 0.169 0.544 2.117 16.619 6.179 eV
E readings, ordered: -40922.2674 -51496.0848 -46165.1048 -43631.1818 -34829.1873 -47722.2990 eV